Below is a 2-piece molecular cluster, C6H9N3O3 overall in a non-equilibrium geometry, with properties calculated with ωB97M-V/def2-TZVPD.

```
21
Properties=species:S:1:pos:R:3
C 2.809 -2.496 0.994
C 2.453 -1.998 -0.208
C -2.814 2.170 0.292
C -1.709 0.819 1.826
C -0.061 0.582 -2.607
C 0.936 -0.038 -0.549
N 2.203 -1.820 1.986
N 1.465 -0.949 1.469
N 1.596 -1.024 0.091
O -2.547 1.528 -0.622
O -2.414 1.975 1.540
O 0.863 -0.279 -1.863
H 3.396 -3.276 1.155
H 2.917 -2.105 -1.222
H -1.635 0.713 2.997
H -0.674 0.758 1.356
H -2.198 -0.001 1.418
H 0.061 0.377 -3.637
H -0.036 1.602 -2.217
H -1.131 0.361 -2.389
H -3.481 3.100 0.190
```

The calculation puts the LUMO energy at -0.04 eV. The calculation puts the calculated total energy at -623.85190 Ha. As for the HOMO energy: -9.32 eV. The calculation puts the energy above the lowest of the compared OMol25 structures with the same formula, charge and spin at 464.36 kJ/mol. The calculation puts the frontier orbital gap at 9.27 eV. The charge is 0. The spin multiplicity is 1.

Mulliken population analysis, charges in e, atoms 1 to 8:
1 C -0.69
2 C 0.17
3 C 0.13
4 C -0.45
5 C -0.51
6 C -0.20
7 N -0.53
8 N -0.33